(1)
Here is 7 unconnected molecules or ions with the total composition C28H77N7O7 from the Open Molecules 2025 dataset. Energies are from the ωB97M-V functional and the def2-TZVPD basis.

Structure (XYZ):
```
119
Properties=species:S:1:pos:R:3:forces:R:3
C 5.741082 -4.190326 -0.968250 -0.158 0.535 -0.555
O 4.919589 -3.225831 -1.632380 0.116 -0.154 0.121
C 4.231757 -2.341211 -0.782125 -0.921 0.227 0.399
C 5.144586 -1.448979 0.061075 1.179 0.946 -1.438
C 4.475017 -0.234881 0.709816 -0.230 -0.969 0.174
N 6.162977 -0.848653 -0.841665 0.063 0.024 -0.055
H 5.734119 -4.062177 0.112401 -0.108 -0.166 0.060
H 6.761534 -4.040543 -1.327344 0.076 -0.196 0.100
H 5.392240 -5.178682 -1.260733 0.064 -0.144 0.187
H 3.649246 -1.664431 -1.413909 0.324 -0.075 -0.329
H 3.442582 -2.879805 -0.224689 0.402 -0.064 0.346
H 5.758902 -1.997467 0.777748 -0.491 -0.153 0.323
H 5.267084 0.301008 1.227058 -0.219 0.052 0.328
H 3.677637 -0.587320 1.372080 0.081 0.371 0.238
H 4.046298 0.456054 -0.019077 0.011 -0.204 -0.214
H 5.691387 -0.318043 -1.573915 -0.098 0.104 0.064
H 6.680819 -1.561180 -1.342887 -0.034 -0.136 0.121
C -1.999590 -2.088992 -1.643059 -0.094 0.087 -0.047
O -1.101249 -1.014433 -1.800137 0.302 0.118 -0.020
C 0.263219 -1.423756 -1.668211 -0.826 0.527 0.510
C 1.063881 -0.233015 -1.192335 0.794 0.355 0.840
C 0.641549 0.280306 0.200087 -0.632 -0.594 -1.074
N 1.109258 0.896911 -2.151014 -0.804 -0.552 0.190
H -1.677121 -2.951889 -2.235219 -0.148 -0.055 0.004
H -2.971759 -1.740855 -1.991324 -0.005 -0.103 -0.055
H -2.100609 -2.389694 -0.594787 0.101 -0.083 -0.028
H 0.303421 -2.193903 -0.888925 0.267 -0.223 -0.244
H 0.601832 -1.793153 -2.642176 0.224 -0.199 0.118
H 2.080956 -0.557789 -0.940953 0.067 -0.234 -0.830
H 0.671669 -0.549572 0.907424 0.141 0.125 0.150
H -0.397335 0.609622 0.117719 0.114 0.317 0.337
H 1.338918 1.067335 0.472879 -0.213 0.150 0.262
H 0.404102 1.551717 -1.820925 0.389 0.383 0.031
H 0.668199 0.586947 -3.016736 0.350 -0.085 -0.124
C -0.947325 8.212849 -0.225990 0.596 0.162 -0.105
O -1.283321 6.849280 -0.172439 0.009 -0.072 0.172
C -0.541937 6.071103 -1.089869 -0.398 0.712 -0.225
C -0.969737 4.646003 -0.971374 0.038 -1.685 -1.160
C -0.368690 3.923110 0.223139 -1.481 0.019 0.292
N -0.613023 3.940517 -2.247183 0.292 0.253 0.187
H -0.053999 8.441997 0.373063 -0.150 -0.116 0.137
H -1.788888 8.795279 0.138989 -0.022 0.004 0.004
H -0.681590 8.521196 -1.246574 -0.338 0.006 -0.023
H -0.774427 6.450396 -2.097387 0.190 -0.100 -0.036
H 0.538658 6.168100 -0.928690 0.018 -0.014 0.034
H -2.056427 4.524397 -0.933587 -0.090 0.790 0.670
H -0.792729 4.411430 1.106621 0.499 0.141 0.122
H 0.714113 3.864732 0.265670 0.061 0.061 -0.170
H -0.838366 2.935521 0.266100 0.478 -0.192 -0.081
H -1.053436 4.434009 -3.018086 0.129 0.105 -0.015
H -1.066944 3.032480 -2.263325 0.062 -0.032 0.195
C -5.873376 -1.387978 -0.849004 -0.303 -1.128 0.659
O -7.169970 -0.889080 -1.084573 0.388 0.442 -0.159
C -7.502797 0.276694 -0.339325 -0.735 -0.574 -0.502
C -7.347561 0.112027 1.153053 0.589 -0.237 0.777
C -8.257086 -0.972012 1.744390 0.565 1.013 0.661
N -7.600463 1.400024 1.803979 -0.398 0.100 -0.370
H -5.547704 -1.993108 -1.696271 -0.028 0.420 -0.297
H -5.944359 -2.114403 -0.025228 0.232 0.195 0.094
H -5.120213 -0.652130 -0.561091 -0.065 0.236 -0.285
H -6.966991 1.153042 -0.725874 0.175 -0.044 0.106
H -8.566482 0.390537 -0.568841 0.063 0.373 0.095
H -6.322456 -0.212575 1.391616 0.051 0.042 -0.375
H -7.901589 -1.108627 2.772109 -0.122 -0.294 -0.033
H -8.171409 -1.914589 1.214135 -0.304 -0.036 -0.141
H -9.256835 -0.550365 1.848031 -0.219 -0.411 -0.401
H -7.210464 2.153092 1.251772 0.060 0.058 0.095
H -7.209985 1.464093 2.733231 0.034 -0.147 0.013
C 5.394255 3.204660 6.696015 0.100 0.346 -0.234
O 5.656173 3.042183 5.314181 -0.183 0.202 0.429
C 4.664619 3.598600 4.481374 -0.092 0.023 -0.962
C 3.576613 2.615540 4.064753 -0.335 -0.516 0.029
C 3.013867 2.961209 2.694007 -0.112 0.535 0.007
N 2.448660 2.579764 5.013215 0.073 0.139 0.095
H 6.238057 2.781265 7.233811 -0.087 -0.183 0.056
H 4.453982 2.734069 6.993481 0.098 -0.132 0.131
H 5.335245 4.269314 6.954707 -0.054 -0.025 -0.018
H 4.196071 4.515360 4.862182 0.113 -0.121 0.398
H 5.176834 3.897978 3.561229 0.128 -0.075 0.078
H 4.044919 1.624150 3.981171 0.161 0.099 0.031
H 2.686779 4.005696 2.648033 0.007 -0.026 0.153
H 2.126904 2.359312 2.490261 0.114 -0.134 -0.151
H 3.756065 2.833648 1.905771 -0.032 -0.214 0.004
H 1.740354 1.936542 4.679177 -0.010 0.032 -0.053
H 2.726449 2.231727 5.922692 0.100 0.025 -0.033
C 3.108343 -3.230752 -5.795014 0.208 -0.068 -0.452
O 3.485195 -1.877050 -5.818909 0.029 0.236 -0.091
C 3.865290 -1.420049 -4.541611 0.079 -0.486 0.492
C 4.370225 0.002153 -4.617734 -0.620 0.810 0.228
C 5.815163 0.113376 -5.063715 0.415 -0.688 -0.270
N 4.188310 0.649378 -3.294620 -0.189 0.184 -0.028
H 3.988507 -3.869012 -5.646343 -0.151 -0.055 0.350
H 2.711682 -3.486034 -6.777990 -0.107 0.131 0.030
H 2.336221 -3.411168 -5.039953 0.105 -0.145 0.084
H 3.003151 -1.487598 -3.853684 -0.033 0.146 -0.125
H 4.624602 -2.086781 -4.099630 0.036 0.107 -0.090
H 3.735231 0.542113 -5.333745 0.029 -0.352 -0.226
H 6.041710 1.020501 -5.621663 -0.079 0.161 0.196
H 6.066521 -0.721165 -5.727374 -0.130 0.096 -0.083
H 6.493530 0.021107 -4.212831 -0.097 0.168 0.077
H 4.165218 1.653101 -3.462849 0.457 0.011 0.156
H 3.232085 0.516306 -2.960374 0.064 -0.225 -0.084
C -6.817587 -6.702511 2.523738 -0.881 0.419 0.708
O -5.655387 -6.081811 2.057933 0.164 -0.255 -0.203
C -5.710975 -4.684896 2.214639 -0.040 0.257 0.037
C -4.375168 -4.118787 1.769622 0.974 -0.494 -0.304
C -4.180084 -2.665342 2.148516 -1.353 0.717 1.338
N -4.056087 -4.352820 0.369214 0.306 -0.182 -0.470
H -6.953998 -6.521801 3.604597 0.192 -0.156 -0.095
H -6.806309 -7.773748 2.353262 0.305 -0.023 -0.181
H -7.725990 -6.276949 2.069634 0.166 -0.109 -0.252
H -6.534974 -4.280113 1.604849 0.003 0.107 0.127
H -5.876510 -4.434540 3.274801 -0.135 0.043 -0.099
H -3.653142 -4.727035 2.328164 0.122 0.140 -0.109
H -3.460219 -2.030917 1.642059 0.208 -0.548 -0.496
H -3.952813 -2.579588 3.218326 0.124 -0.169 -0.087
H -5.154941 -2.157521 2.089804 0.157 0.123 -0.251
H -4.729297 -4.000608 -0.300623 -0.194 0.153 0.269
H -3.951782 -5.340798 0.176696 -0.079 -0.017 0.117
```
Positions in Å, forces in eV/Å.

Gap between HOMO and LUMO ... 9.077 eV
Structure (SMILES) ... COC[C@H](C)N.COC[C@H](C)N.COC[C@H](C)N.COC[C@H](C)N.COC[C@H](C)N.COC[C@H](C)N.COC[C@H](C)N
Energy above the lowest of the compared OMol25 structures with the same formula, charge and spin ... 1.687 eV
HOMO ... -8.7 eV
E_LUMO ... 0.332 eV
Electronic energy ... -55043.4485 eV

=====

(2)
Here is 10 unconnected molecules or ions with the total composition C28H78F2N8O15S2 from the Open Molecules 2025 dataset. Energies are from the ωB97M-V functional and the def2-TZVPD basis.

Structure (XYZ):
```
133
Properties=species:S:1:pos:R:3:forces:R:3
N 3.959220 1.455759 -2.278776 1.321 -0.771 -2.916
S 3.354845 0.178909 -3.015085 -2.814 -1.034 0.620
O 4.189665 -0.981378 -3.083953 0.346 -0.070 0.220
O 2.552616 0.440006 -4.176253 0.174 0.183 -0.215
F 2.224412 -0.166474 -1.943155 0.623 0.016 0.115
S 5.146493 1.817658 -3.371156 0.240 3.374 2.579
O 4.806086 2.204168 -4.699266 -0.317 -0.623 -0.351
O 6.399988 1.193044 -3.126761 0.379 -0.847 -0.235
F 5.393357 3.276654 -2.681424 0.145 -0.267 -0.214
N -0.744213 -0.613458 0.721728 -0.137 -0.792 -0.044
O -0.688319 -1.794963 1.171159 -0.041 0.549 -0.078
O 0.247330 0.072757 0.582813 -0.111 -0.057 0.095
O -1.896906 -0.168188 0.383814 -0.003 -0.256 -0.069
C 0.968762 -5.152643 2.845698 0.633 -0.063 -0.296
C -0.389659 -5.469803 2.265074 -0.588 0.579 0.081
C -0.908432 -6.828613 2.698362 -0.537 -0.096 0.433
O -0.438853 -7.919589 1.949905 0.160 -0.390 -0.370
C -0.944906 -7.954972 0.621528 0.286 0.913 0.402
N -1.336434 -4.452214 2.753679 0.242 -0.133 0.056
H 1.701980 -5.936791 2.629156 -0.159 -0.091 0.053
H 0.894713 -5.016403 3.925459 -0.037 -0.015 0.003
H 1.379504 -4.241964 2.402292 -0.162 0.087 0.113
H -0.347944 -5.407049 1.170436 0.176 -0.293 0.005
H -2.014183 -6.841055 2.703721 0.086 0.154 -0.288
H -0.644983 -7.023576 3.742455 0.242 0.055 -0.076
H -0.498349 -7.159987 0.010027 0.101 -0.231 -0.035
H -2.021540 -7.735296 0.616672 -0.027 -0.479 -0.024
H -0.674852 -8.921300 0.213054 -0.250 -0.131 -0.116
H -1.048530 -3.564367 2.347033 -0.241 0.177 0.126
H -2.266973 -4.650443 2.401073 0.056 0.102 -0.131
C 1.158773 -3.460476 -5.550569 0.068 -0.348 0.043
C -0.311823 -3.145065 -5.320444 0.046 0.339 -0.101
C -0.565266 -2.709740 -3.889839 -0.541 -0.110 -0.456
O -0.280326 -3.790439 -3.055752 0.484 -0.195 0.638
C -0.156988 -3.382711 -1.691534 0.026 -0.480 -0.211
N -0.789977 -2.074050 -6.216067 0.191 0.092 0.145
H 1.778172 -2.569235 -5.430824 -0.089 0.133 -0.147
H 1.274888 -3.870236 -6.560084 0.209 0.089 0.057
H 1.545110 -4.184117 -4.830263 -0.165 -0.108 -0.045
H -0.931371 -4.030921 -5.492295 0.084 -0.034 -0.087
H -1.629379 -2.457939 -3.784465 0.124 0.329 -0.014
H 0.053687 -1.838570 -3.660147 0.076 0.171 0.145
H -1.077826 -2.901892 -1.353126 0.086 0.006 0.148
H 0.707751 -2.733717 -1.540268 -0.068 0.250 -0.104
H 0.033694 -4.297327 -1.126196 -0.204 0.071 0.090
H -0.230861 -1.245776 -6.001980 -0.197 -0.037 -0.043
H -0.541243 -2.304127 -7.173551 -0.043 -0.063 0.036
C -0.775864 3.653988 4.720858 -0.059 -0.351 0.269
C 0.264902 3.159009 3.704181 -0.627 1.090 -0.518
C 0.463794 1.670773 3.797718 -0.208 -0.477 0.196
O 1.637861 1.310550 3.133653 0.223 0.608 0.248
C 2.029684 -0.002643 3.347607 0.058 -0.721 0.395
N -0.124362 3.472036 2.312771 -0.516 -0.397 0.497
H -0.446270 3.497169 5.758086 0.061 0.144 -0.113
H -1.733640 3.132188 4.622361 0.053 -0.007 -0.203
H -0.955437 4.717931 4.554800 -0.003 0.023 0.105
H 1.186012 3.714633 3.915095 0.190 -0.405 0.020
H -0.425309 1.171681 3.365761 0.164 0.065 -0.134
H 0.480212 1.325242 4.851729 0.246 0.218 -0.069
H 3.091304 -0.101247 3.118300 -0.067 0.098 -0.351
H 1.438836 -0.697734 2.739224 0.096 -0.049 0.029
H 1.938418 -0.285445 4.416607 -0.170 0.066 -0.160
H -0.498935 4.416353 2.238914 0.285 0.063 0.168
H -0.948542 2.874530 2.125843 0.523 0.305 -0.182
C 8.296532 1.850636 -0.033465 0.533 -0.724 -0.855
C 6.779069 1.724012 0.081355 0.372 1.098 0.214
C 6.383837 0.279990 0.071854 0.187 -0.153 0.397
O 4.999558 0.165004 0.189087 0.371 -0.492 -0.199
C 4.627019 -1.184317 0.263729 -0.581 -0.251 0.719
N 6.269326 2.390530 1.309961 0.910 -0.289 0.504
H 8.644159 2.873573 -0.191216 -0.193 0.106 0.370
H 8.669186 1.313350 -0.922216 -0.270 0.059 0.086
H 8.824109 1.380426 0.805478 -0.158 0.273 0.179
H 6.336766 2.255091 -0.758053 -0.135 -0.168 -0.050
H 6.913648 -0.183969 0.937730 -0.272 -0.122 -0.017
H 6.736381 -0.253307 -0.818868 0.042 0.251 -0.159
H 3.556594 -1.220170 0.081757 -0.092 -0.100 0.015
H 4.826495 -1.561018 1.282477 -0.054 -0.050 -0.052
H 5.125393 -1.874556 -0.428041 0.133 0.436 -0.283
H 6.551530 1.804248 2.106149 -0.446 -0.131 -0.238
H 6.873117 3.196734 1.485625 -0.340 0.179 -0.359
C -1.437861 2.532261 -3.079552 0.303 -0.015 0.058
C -0.118408 2.668663 -2.292860 -0.332 -0.089 0.734
C 0.633698 3.866269 -2.836758 -0.801 0.315 0.191
O 1.900439 4.090475 -2.273393 0.073 -0.333 -0.233
C 2.696610 4.717373 -3.232250 0.714 0.608 -0.592
N -0.363766 2.765052 -0.831393 -0.242 0.150 -1.006
H -2.118355 3.339251 -2.786121 0.019 0.011 -0.123
H -1.921986 1.585324 -2.832936 0.014 0.009 0.001
H -1.272775 2.565989 -4.162285 -0.086 -0.029 0.048
H 0.483733 1.768597 -2.429839 0.082 0.035 -0.129
H 0.007827 4.770021 -2.671492 0.030 -0.072 0.031
H 0.669054 3.753492 -3.929806 0.357 -0.110 0.087
H 3.720277 4.921458 -2.917974 -0.230 -0.223 0.734
H 2.274813 5.700440 -3.508524 -0.117 -0.155 -0.195
H 2.839195 4.093101 -4.123988 -0.342 0.043 -0.062
H -0.998617 1.999566 -0.606082 0.353 -0.071 0.359
H -0.887405 3.620806 -0.643474 0.160 -0.003 -0.029
C -4.566669 2.393419 0.118018 -0.329 -0.548 -0.529
C -3.586853 3.062777 1.058910 0.121 -0.119 0.199
C -4.287581 4.017226 1.993521 -0.041 -0.047 0.411
O -4.935110 5.056950 1.272943 0.200 -0.116 -0.072
C -5.414857 6.070496 2.113367 -0.085 0.152 -0.106
N -2.774949 2.114679 1.834549 -0.289 -0.534 -0.855
H -5.086022 3.108278 -0.525933 -0.074 0.047 0.201
H -5.298727 1.793773 0.674989 -0.066 0.276 0.090
H -4.089219 1.671661 -0.556078 0.293 0.190 0.132
H -2.860130 3.634746 0.470784 -0.151 0.112 -0.047
H -3.540012 4.401632 2.705265 -0.126 0.162 -0.127
H -5.059655 3.481998 2.574772 0.196 -0.065 0.003
H -5.661823 5.678991 3.106635 -0.029 0.086 -0.001
H -6.318320 6.489400 1.663285 0.001 -0.024 0.031
H -4.685365 6.885146 2.210853 0.040 -0.104 0.148
H -3.291137 1.576895 2.527288 -0.397 0.361 0.028
H -2.517673 1.399158 1.132385 0.465 0.181 0.666
C -3.584908 -1.738130 3.188034 0.129 -0.100 -0.651
C -4.694012 -0.754923 2.872187 -0.621 -0.892 0.435
O -4.749326 0.316087 3.818898 0.048 0.573 -0.586
H -3.581649 -2.527430 2.429056 -0.093 -0.006 0.090
H -3.695150 -2.206100 4.167825 -0.021 0.106 0.053
H -2.603361 -1.271759 3.093335 -0.029 0.089 0.196
H -5.672290 -1.265662 2.854211 0.148 -0.053 0.188
H -4.610827 -0.381536 1.851624 0.412 0.554 0.249
H -5.019805 -0.012922 4.678223 0.074 -0.259 -0.056
C -4.111059 -1.173470 -2.388123 -0.045 0.290 -0.373
C -4.532722 -1.682117 -1.026095 -0.115 -0.162 0.087
O -3.492886 -2.415811 -0.411371 -0.272 0.019 0.331
H -3.324429 -0.420175 -2.303604 -0.013 -0.039 0.102
H -4.944015 -0.728769 -2.947065 0.009 0.005 0.167
H -3.710916 -1.980780 -3.003392 -0.046 -0.106 0.128
H -5.403553 -2.344631 -1.108671 0.105 -0.056 -0.115
H -4.858527 -0.860828 -0.373702 0.093 0.107 -0.132
H -2.969183 -1.773798 0.102990 0.423 -0.001 -0.163
```
Positions in Å, forces in eV/Å.

Gap between HOMO and LUMO ... 7.444 eV
HOMO ... -3.7 eV
E_LUMO ... 3.767 eV
Total charge ... -2
Electronic energy ... -100035.0473 eV

=====

> The lowest electronic energy belongs to which entry?

C28H78F2N8O15S2